Record 1
Below is C39H52CrN7O2PS5Si as an isolated structure, with properties calculated with ωB97M-V with the def2-TZVPD basis set.

Its HOMO-LUMO gap (spin up / spin down) is 6.80 / 6.88 eV. The expectation value of S² is 0.796. The multiplicity is 2. Its charge is +1.

CARTESIAN COORDINATES (ANGSTROEM)
Cr (-0.032, -0.018, -0.412)
N (-2.114, 0.903, -1.232)
N (-2.369, 0.498, -2.561)
C (-1.391, -0.264, -3.135)
N (-1.502, -0.652, -4.405)
N (-0.403, -0.511, -2.331)
N (0.931, -0.591, -2.782)
O (1.532, -0.007, -1.707)
O (1.215, -0.249, -3.926)
H (-2.785, 0.471, -0.599)
H (-2.254, 1.909, -1.189)
H (-3.331, 0.381, -2.843)
H (-2.206, -0.242, -4.994)
H (-0.669, -1.028, -4.841)
C (1.135, 2.359, 3.151)
C (-0.042, 3.297, 2.867)
C (-1.262, 2.887, 3.707)
C (0.261, 4.757, 3.180)
P (-0.341, 2.793, 1.115)
C (-2.111, 3.049, 0.853)
C (-2.619, 4.283, 0.450)
C (-3.989, 4.506, 0.432)
C (-4.862, 3.502, 0.824)
C (-4.365, 2.276, 1.246)
C (-2.998, 2.055, 1.272)
C (0.648, 3.688, -0.193)
C (-0.010, 3.490, -1.565)
C (2.040, 3.043, -0.249)
C (0.837, 5.188, 0.071)
H (1.244, 2.206, 4.227)
H (2.059, 2.829, 2.803)
H (1.917, 0.722, 2.071)
H (-0.961, 2.915, 4.756)
H (-1.620, 1.885, 3.492)
H (-2.090, 3.583, 3.572)
H (0.268, 4.877, 4.265)
H (-0.504, 5.429, 2.788)
H (1.234, 5.077, 2.815)
H (-1.958, 5.082, 0.146)
H (-4.372, 5.467, 0.117)
H (-5.929, 3.678, 0.811)
H (-5.041, 1.495, 1.569)
H (-2.609, 1.105, 1.619)
H (-0.121, 2.432, -1.819)
H (0.657, 3.912, -2.319)
H (-0.976, 3.988, -1.658)
H (2.007, 2.018, -0.608)
H (2.552, 3.055, 0.714)
H (2.643, 3.618, -0.955)
H (-0.079, 5.722, 0.318)
H (1.241, 5.637, -0.838)
H (1.557, 5.368, 0.865)
C (0.391, -0.081, 3.317)
C (0.933, 1.016, 2.418)
N (0.064, 1.203, 1.202)
H (-0.580, 0.173, 3.740)
H (1.084, -0.261, 4.141)
H (0.275, -1.012, 2.769)
N (1.538, -1.378, 0.460)
C (2.795, -1.116, 1.117)
C (3.741, -0.297, 0.511)
C (4.935, -0.034, 1.166)
C (5.195, -0.588, 2.412)
C (4.258, -1.427, 2.997)
C (3.061, -1.698, 2.349)
H (1.082, -2.139, 0.954)
H (1.767, -1.742, -0.463)
H (3.542, 0.123, -0.465)
H (5.669, 0.604, 0.693)
H (6.128, -0.379, 2.917)
H (4.459, -1.882, 3.957)
H (2.332, -2.361, 2.801)
C (-0.248, -4.907, 3.483)
C (0.323, -4.962, 2.220)
C (-0.075, -4.059, 1.244)
C (-1.044, -3.082, 1.503)
C (-1.617, -3.062, 2.777)
C (-1.222, -3.959, 3.758)
Si (-1.599, -1.855, 0.189)
C (-2.433, -2.761, -1.235)
C (-1.972, -3.963, -1.774)
C (-2.637, -4.587, -2.819)
C (-3.788, -4.024, -3.351)
C (-4.285, -2.846, -2.814)
C (-3.615, -2.233, -1.764)
H (0.057, -5.611, 4.246)
H (1.069, -5.712, 1.992)
H (0.381, -4.133, 0.260)
H (-2.384, -2.332, 3.009)
H (-1.678, -3.922, 4.738)
H (-2.772, -1.123, 0.798)
H (-1.072, -4.424, -1.388)
H (-2.255, -5.517, -3.219)
H (-4.307, -4.515, -4.163)
H (-5.203, -2.419, -3.198)
H (-4.062, -1.354, -1.309)
C (4.568, -2.716, -2.393)
S (4.462, -1.736, -3.904)
C (3.049, -2.377, -4.706)
C (1.854, -2.794, -4.211)
S (1.262, -2.702, -2.612)
S (0.676, -3.323, -5.408)
C (1.632, -3.059, -6.826)
S (1.138, -3.370, -8.347)
S (3.213, -2.444, -6.439)
H (5.602, -2.624, -2.064)
H (4.348, -3.760, -2.595)
H (3.906, -2.330, -1.626)

Forces on atoms 1 to 6 (eV/Å):
0.444 0.071 -0.119
-0.222 0.234 -0.109
0.040 -0.043 -0.089
-0.049 0.102 -0.209
-0.002 0.178 0.225
-0.332 -0.311 0.164

Löwdin population analysis, charges in e, atoms 1 to 6: Cr 0.535; N 0.030; N 0.042; C -0.422; N 0.245; N -0.054

***

Record 2
Below is C25H19Cl2EuF5N4O2 as an isolated structure in a non-equilibrium geometry, with properties calculated with ωB97M-V with the def2-TZVPD basis set.

Its relative energy (zero: lowest compared OMol25 entry of this formula, charge and spin) is 9.72 kcal/mol. Its HOMO-LUMO gap (spin up / spin down) is 5.64 / 7.71 eV. The expectation value of S² is 15.760. The multiplicity is 8.

CARTESIAN COORDINATES (ANGSTROEM)
Eu (-0.247, 0.098, -0.705)
C (-1.551, -4.503, -1.536)
C (-2.384, -4.701, -0.451)
C (-2.180, -3.944, 0.687)
C (-1.162, -3.001, 0.688)
N (-0.412, -2.744, -0.380)
C (-0.594, -3.507, -1.456)
C (-0.777, -2.272, 1.937)
C (-0.975, -2.893, 3.164)
C (-0.433, -2.326, 4.298)
C (0.295, -1.164, 4.168)
C (0.409, -0.578, 2.913)
N (-0.132, -1.105, 1.809)
C (1.123, 0.729, 2.816)
C (2.295, 0.945, 3.532)
C (2.857, 2.210, 3.508)
C (2.209, 3.212, 2.806)
C (1.053, 2.891, 2.111)
N (0.535, 1.665, 2.080)
H (-1.656, -5.084, -2.445)
H (-3.181, -5.435, -0.486)
H (-2.817, -4.069, 1.554)
H (0.027, -3.276, -2.309)
H (-1.506, -3.834, 3.219)
H (-0.561, -2.795, 5.266)
H (0.744, -0.685, 5.027)
H (2.759, 0.136, 4.085)
H (3.782, 2.411, 4.038)
H (2.596, 4.224, 2.774)
H (0.520, 3.646, 1.544)
N (2.323, -0.572, -1.288)
C (2.711, -0.331, -2.705)
C (1.610, -0.789, -3.657)
C (0.317, -0.181, -3.157)
O (0.222, 1.051, -3.102)
O (-0.541, -0.958, -2.606)
H (2.973, -0.069, -0.699)
H (2.430, -1.554, -1.067)
H (3.654, -0.819, -2.952)
H (2.838, 0.742, -2.819)
H (1.532, -1.877, -3.683)
H (1.834, -0.421, -4.659)
Cl (-3.069, -0.589, -0.627)
C (-4.048, -0.809, -2.104)
Cl (-3.627, -2.188, -3.103)
H (-3.942, 0.097, -2.680)
H (-5.058, -0.952, -1.759)
F (-2.373, 2.329, -0.633)
C (-1.260, 3.130, -0.812)
C (-0.042, 2.534, -0.774)
C (0.997, 3.386, -1.004)
F (2.299, 2.931, -0.990)
C (0.864, 4.738, -1.226)
F (1.923, 5.551, -1.431)
C (-0.403, 5.285, -1.230)
F (-0.570, 6.604, -1.440)
C (-1.496, 4.471, -1.020)
F (-2.733, 5.007, -1.032)

Forces on atoms 1 to 6 (eV/Å):
0.257 0.263 2.377
0.010 -0.094 -0.071
-0.091 -0.083 0.008
-0.172 -0.058 0.096
0.056 0.212 0.329
0.135 -0.377 0.030

Löwdin population analysis, charges in e, atoms 1 to 6: Eu 1.475; C -0.074; C -0.059; C -0.034; C -0.279; N 0.065

***

Record 3
Below is a 6-piece molecular cluster, C22H44O18 overall, with properties calculated with ωB97M-V with the def2-TZVPD basis set.

Its HOMO-LUMO gap is 11.07 eV. Its structure (SMILES) is CC(C)CC[C@H](O)OC=O.COC(=O)OC.COC(=O)OC.COC(=O)OC.COC(=O)OC.COC(=O)OC.

CARTESIAN COORDINATES (ANGSTROEM)
C (0.844, 7.498, -0.089)
C (1.436, 6.230, -0.714)
C (0.322, 5.344, -1.279)
C (2.515, 6.550, -1.755)
C (1.951, 6.979, -3.116)
C (2.872, 7.930, -3.879)
O (2.338, 9.226, -3.997)
O (3.100, 7.376, -5.186)
C (4.288, 7.718, -5.745)
O (4.938, 6.958, -6.385)
H (1.617, 8.244, 0.108)
H (0.380, 7.260, 0.871)
H (0.072, 7.943, -0.723)
H (1.900, 5.663, 0.099)
H (-0.232, 4.869, -0.468)
H (0.721, 4.545, -1.909)
H (-0.388, 5.923, -1.874)
H (3.139, 7.364, -1.370)
H (3.168, 5.681, -1.878)
H (1.008, 7.509, -2.967)
H (1.763, 6.113, -3.750)
H (3.843, 8.017, -3.380)
H (2.034, 9.338, -4.904)
H (4.558, 8.778, -5.608)
C (1.364, 3.133, 4.572)
O (1.629, 1.947, 3.814)
C (1.751, 2.149, 2.503)
O (1.653, 3.210, 1.941)
O (1.996, 0.978, 1.918)
C (2.146, 1.048, 0.494)
H (1.288, 2.818, 5.609)
H (2.177, 3.848, 4.463)
H (0.428, 3.589, 4.258)
H (2.982, 1.693, 0.230)
H (1.234, 1.424, 0.033)
H (2.333, 0.030, 0.167)
C (-0.437, -1.973, 1.159)
O (-1.232, -2.639, 0.173)
C (-0.661, -2.694, -1.032)
O (0.415, -2.233, -1.319)
O (-1.478, -3.344, -1.855)
C (-0.981, -3.505, -3.190)
H (-1.018, -1.987, 2.076)
H (0.507, -2.494, 1.306)
H (-0.241, -0.946, 0.855)
H (-0.052, -4.072, -3.183)
H (-0.813, -2.535, -3.656)
H (-1.745, -4.056, -3.728)
C (-4.168, -7.048, -6.892)
O (-3.249, -8.030, -6.401)
C (-2.363, -7.565, -5.523)
O (-2.288, -6.426, -5.136)
O (-1.577, -8.570, -5.148)
C (-0.579, -8.219, -4.184)
H (-4.814, -7.575, -7.586)
H (-4.752, -6.631, -6.074)
H (-3.635, -6.248, -7.403)
H (-1.046, -7.858, -3.269)
H (0.087, -7.456, -4.582)
H (-0.030, -9.134, -3.985)
C (-1.981, -7.012, -0.069)
O (-1.057, -7.797, 0.693)
C (-1.185, -9.112, 0.522)
O (-1.973, -9.654, -0.210)
O (-0.289, -9.725, 1.294)
C (-0.317, -11.154, 1.206)
H (-1.750, -5.975, 0.157)
H (-1.854, -7.198, -1.134)
H (-3.006, -7.239, 0.218)
H (-0.106, -11.479, 0.189)
H (-1.288, -11.537, 1.515)
H (0.458, -11.503, 1.881)
C (-1.969, 1.759, 6.700)
O (-1.415, 2.981, 7.199)
C (-1.555, 3.147, 8.515)
O (-2.091, 2.378, 9.268)
O (-0.998, 4.310, 8.849)
C (-1.077, 4.620, 10.246)
H (-1.775, 1.759, 5.632)
H (-1.484, 0.901, 7.163)
H (-3.041, 1.714, 6.884)
H (-0.563, 3.863, 10.834)
H (-2.116, 4.685, 10.564)
H (-0.588, 5.583, 10.358)

Forces on atoms 1 to 6 (eV/Å):
-0.013 -0.119 0.117
-0.144 -0.041 0.084
0.042 -0.140 0.085
-0.058 0.068 -0.036
0.011 0.123 0.077
-0.065 -0.035 -0.193

Löwdin population analysis, charges in e, atoms 1 to 6: C -0.075; C -0.431; C -0.083; C -0.172; C -0.110; C -0.386

***

Record 4
Below is a 2-piece molecular cluster, C36H43N3O4 overall in a non-equilibrium geometry, with properties calculated with ωB97M-V with the def2-TZVPD basis set.

Its relative energy (zero: lowest compared OMol25 entry of this formula, charge and spin) is 12.61 kcal/mol. Its HOMO-LUMO gap is 5.19 eV.

CARTESIAN COORDINATES (ANGSTROEM)
C (-2.094, -2.380, 4.086)
C (-2.368, -1.532, 2.848)
N (-2.527, -0.090, 3.107)
C (-3.913, 0.394, 3.011)
C (-4.412, 0.560, 1.583)
C (-1.595, 0.589, 3.895)
C (-0.220, 0.117, 3.724)
C (0.827, 0.980, 3.275)
C (2.178, 0.330, 3.027)
C (2.389, -1.060, 3.049)
C (3.657, -1.602, 2.803)
C (4.756, -0.757, 2.639)
C (4.574, 0.630, 2.683)
C (3.294, 1.160, 2.814)
O (0.673, 2.209, 3.141)
O (-1.957, 1.489, 4.674)
H (-1.896, -3.410, 3.767)
H (-1.233, -2.026, 4.663)
H (-2.969, -2.382, 4.748)
H (-1.568, -1.668, 2.104)
H (-3.306, -1.853, 2.380)
H (-4.554, -0.347, 3.513)
H (-3.984, 1.343, 3.547)
H (-5.466, 0.852, 1.603)
H (-3.864, 1.356, 1.072)
H (-4.324, -0.365, 1.006)
H (-0.095, -0.939, 3.564)
H (1.568, -1.739, 3.277)
H (3.778, -2.687, 2.782)
H (5.757, -1.168, 2.513)
H (5.427, 1.310, 2.634)
H (3.149, 2.242, 2.809)
C (7.467, 0.233, 6.393)
O (6.602, 1.324, 6.001)
C (5.280, 1.223, 6.294)
C (4.450, 2.292, 5.864)
C (3.097, 2.099, 5.786)
C (2.482, 0.913, 6.264)
C (1.048, 0.783, 6.282)
C (0.405, -0.008, 7.217)
C (-0.968, -0.048, 7.401)
N (-1.577, -0.907, 8.234)
C (-2.990, -0.768, 8.598)
C (-3.335, 0.453, 9.469)
C (-4.819, 0.519, 9.773)
C (-5.279, 0.505, 11.095)
C (-6.647, 0.376, 11.356)
C (-7.559, 0.323, 10.292)
C (-7.103, 0.437, 8.972)
C (-5.734, 0.558, 8.715)
C (-3.246, -2.074, 9.354)
O (-4.329, -2.509, 9.739)
N (-2.043, -2.710, 9.491)
C (-1.911, -3.952, 10.212)
C (-0.899, -2.018, 8.921)
C (-0.149, -2.955, 7.962)
C (0.021, -1.510, 10.050)
C (3.330, -0.108, 6.769)
C (4.698, 0.065, 6.866)
H (8.450, 0.550, 6.044)
H (7.466, 0.111, 7.487)
H (7.181, -0.714, 5.908)
H (4.918, 3.205, 5.501)
H (2.451, 2.866, 5.355)
H (0.450, 1.451, 5.662)
H (1.034, -0.608, 7.872)
H (-1.611, 0.656, 6.866)
H (-3.609, -0.751, 7.682)
H (-2.762, 0.400, 10.409)
H (-3.011, 1.360, 8.933)
H (-4.551, 0.539, 11.912)
H (-6.997, 0.308, 12.388)
H (-8.625, 0.197, 10.491)
H (-7.806, 0.420, 8.136)
H (-5.358, 0.635, 7.691)
H (-2.903, -4.267, 10.540)
H (-1.474, -4.715, 9.558)
H (-1.251, -3.820, 11.079)
H (-0.860, -3.385, 7.241)
H (0.631, -2.429, 7.407)
H (0.321, -3.750, 8.555)
H (-0.584, -1.059, 10.850)
H (0.591, -2.357, 10.450)
H (0.730, -0.756, 9.696)
H (2.900, -1.064, 7.081)
H (5.328, -0.712, 7.314)

Forces on atoms 1 to 6 (eV/Å):
-0.298 -0.180 0.118
0.398 0.661 -0.507
-0.653 -0.093 0.180
0.211 -0.297 0.561
0.138 0.179 -0.078
-0.270 0.046 0.333

Löwdin population analysis, charges in e, atoms 1 to 6: C -0.085; C -0.219; N -0.072; C -0.227; C -0.087; C -0.437